A cluster of 2 separate species, CH6N2S in total in a non-equilibrium geometry. Source: OMol25; level of theory: ωB97M-V with the def2-TZVPD basis set.

Structure (XYZ):
```
10
Properties=species:S:1:pos:R:3:lowdin_charge:R:1
S 2.59154 -0.19104 -0.11164 0.62
N 1.18769 0.65164 0.17741 -0.48
N -0.26278 -0.69778 0.45622 -0.03
C -1.49617 0.08265 0.04726 -0.15
H 1.02236 1.05519 1.09008 0.01
H -1.55607 0.60506 -0.85097 0.05
H -2.28279 -0.57661 0.05885 0.04
H -1.50884 0.75978 0.82595 0.04
H 2.11798 -0.43213 -1.43142 -0.09
H 0.18709 -1.25675 -0.26174 0.00
```

- LUMO level: 0.3 eV
- Charge: 0
- E_HOMO: -0.307 hartree
- Molecular weight: 78.14 g/mol
- Spin multiplicity: 1